Record 1
Molecular formula: C17H27N3O8P
Method: DFT, wB97M-V/def2-TZVPD

Summary:
* energy above the lowest of the compared OMol25 structures with the same formula, charge and spin: 130.5 kJ/mol
* gap between HOMO and LUMO: 6.8 eV
* DFT total energy: -1771.116276 a.u.
* total charge: +1
* LUMO energy: -4.4 eV

CARTESIAN COORDINATES (ANGSTROEM)
N  -1.3301  -3.9713  4.1328
P  -0.6010  -3.4926  2.8032
C  0.1473  -1.8067  3.2450
C  -0.1273  -0.5638  2.5161
C  0.4566  0.7033  2.9113
C  1.3157  0.6027  4.1048
N  1.4322  -0.6261  4.6590
C  2.2880  -0.6567  5.9089
O  1.6447  0.1930  6.8570
O  0.9427  -0.6220  7.7253
N  0.9483  -1.7819  4.3212
H  -0.9159  -4.8401  4.4715
H  0.4439  -4.4299  2.5217
H  -1.5002  -3.3744  1.7118
H  -0.7956  -0.6267  1.6214
H  0.2797  1.6718  2.4047
H  1.8100  1.4966  4.5505
H  2.2848  -1.6862  6.3510
H  3.3239  -0.3302  5.6534
H  0.0798  -0.8634  7.3271
O  -2.2996  0.0139  -0.1873
C  -3.0161  0.8353  0.3228
O  -3.0990  1.0181  1.6610
C  -4.1184  1.9923  1.9531
C  -4.2738  2.7947  0.6773
C  -3.9661  1.7612  -0.3946
H  -5.0345  1.4649  2.2281
H  -3.8037  2.6121  2.7917
H  -5.2554  3.2557  0.5761
H  -3.5244  3.5898  0.6454
H  -4.8552  1.1998  -0.6882
H  -3.4922  2.2102  -1.2650
O  1.1752  -3.1436  0.2538
C  1.0911  -2.3636  -0.6636
O  2.0655  -1.4850  -0.9880
C  1.6061  -0.6327  -2.0554
C  0.4975  -1.3999  -2.7288
C  -0.1005  -2.1867  -1.5752
H  1.2561  0.3083  -1.6215
H  2.4276  -0.4229  -2.7369
H  -0.2181  -0.7598  -3.2412
H  0.9189  -2.0874  -3.4639
H  -0.8708  -1.6179  -1.0491
H  -0.4903  -3.1494  -1.9009
O  1.2138  -0.6669  -5.6501
C  1.6000  0.4670  -5.7056
O  1.8128  1.2554  -4.6110
C  2.1648  2.5819  -5.0390
C  2.6899  2.4209  -6.4508
C  1.8769  1.2462  -6.9683
H  1.2707  3.2094  -4.9971
H  2.9170  2.9943  -4.3672
H  2.5897  3.3240  -7.0520
H  3.7483  2.1504  -6.4240
H  0.9278  1.5669  -7.4023
H  2.4409  0.6475  -7.6801

=====

Record 2
Molecular formula: C23H44NOP3Ru
Method: DFT, wB97M-V/def2-TZVPD

Summary:
* energy above the lowest of the compared OMol25 structures with the same formula, charge and spin: 62.6 kJ/mol
* gap between HOMO and LUMO (alpha / beta): 8.4 / 4.0 eV
* DFT total energy: -2150.122067 a.u.
* multiplicity: 5
* total charge: +4
* LUMO energy (alpha / beta): -11.2 / -15.5 eV

CARTESIAN COORDINATES (ANGSTROEM)
Ru  0.3776  0.0668  0.7985
P  1.8568  -0.7581  2.2703
P  1.6952  1.8994  0.3682
P  -0.4025  -2.0206  0.1692
H  -0.3375  2.0368  -7.9639
C  -1.2827  1.5027  -7.8205
C  -2.3893  2.1027  -7.3647
H  -2.4225  3.1754  -7.1492
C  3.2472  -1.6305  1.4471
C  2.7686  0.3437  3.4251
C  1.2784  -1.9916  3.4996
C  1.0654  3.0816  -0.8803
C  1.9971  3.1011  1.7338
C  3.3687  1.5154  -0.2606
C  -1.7881  -2.0184  -1.0220
C  -1.1813  -2.9888  1.5163
C  0.7880  -3.2154  -0.5325
H  -1.2976  0.4391  -8.0956
H  -3.3247  1.5409  -7.2529
H  3.9431  -1.9777  2.2225
H  3.7796  -0.9545  0.7678
H  2.8759  -2.4930  0.8820
H  3.3948  -0.2809  4.0809
H  2.0612  0.8930  4.0627
H  3.4232  1.0485  2.8976
H  1.8230  -2.9382  3.3736
H  0.2060  -2.1830  3.4116
H  1.4666  -1.6126  4.5128
H  1.5989  4.0387  -0.7896
H  -0.0063  3.2451  -0.7064
H  1.2025  2.6803  -1.8920
H  2.9741  3.5831  1.5810
H  1.9907  2.6314  2.7230
H  1.2167  3.8744  1.6997
H  3.8230  2.4501  -0.6177
H  3.2888  0.8099  -1.0988
H  4.0017  1.0811  0.5235
H  -2.3620  -2.9505  -0.9316
H  -1.4104  -1.9157  -2.0482
H  -2.4388  -1.1627  -0.8031
H  -1.9918  -3.5929  1.0839
H  -1.6245  -2.3235  2.2686
H  -0.4482  -3.6590  1.9817
H  0.2205  -3.9374  -1.1363
H  1.3291  -3.7415  0.2655
H  1.5027  -2.6887  -1.1779
C  -0.8904  0.8528  -2.3197
C  0.3330  0.4054  -2.9346
C  0.3726  0.1107  -4.2873
C  -0.7628  0.3176  -5.0677
C  -1.9158  0.9015  -4.5238
C  -1.9939  1.1808  -3.1767
O  -1.0677  0.9151  -1.0421
H  1.0167  -0.6544  -0.4859
H  1.2095  0.2432  -2.3075
H  1.2994  -0.2693  -4.7237
H  -0.7175  0.1034  -6.1351
H  -2.7353  1.1742  -5.1854
H  -2.8781  1.5897  -2.6943
N  -1.0231  1.2042  2.0716
C  -1.7661  0.4266  3.0381
C  -1.2106  0.1839  4.2953
C  -1.8921  -0.6388  5.2059
C  -3.1179  -1.2142  4.8500
C  -3.6612  -0.9686  3.5830
C  -2.9726  -0.1629  2.6617
H  -0.5016  1.9539  2.5239
H  -1.6223  1.6216  1.3583
H  -0.2491  0.6408  4.5456
H  -1.4655  -0.8154  6.1975
H  -3.6570  -1.8419  5.5672
H  -4.6313  -1.3925  3.3081
H  -3.3565  0.0264  1.6550

=====

- Which of these has the highest energy above the lowest of the compared OMol25 structures with the same formula, charge and spin?
  C17H27N3O8P

=====

- DFT total energy of number 2 (C23H44NOP3Ru)?
  -2150.122067 a.u.

=====

- The highest energy above the lowest of the compared OMol25 structures with the same formula, charge and spin belongs to which entry?
  C17H27N3O8P